{"formula": "C4H6N4", "method": "wB97M-V/def2-TZVPD", "elements": ["C", "C", "C", "N", "N", "C", "N", "N", "H", "H", "H", "H", "H", "H"], "coordinates": [[-4.28357, 0.21645, -0.04885], [-3.09892, -0.09339, -0.11761], [-1.73288, -0.22261, 0.06083], [-0.78766, 0.65220, 0.17588], [0.49352, 0.21019, 0.24602], [1.58147, 1.05309, -0.00984], [2.81376, 0.64639, -0.09184], [3.00367, -0.73250, -0.10388], [-5.36215, 0.22394, -0.13980], [-1.39900, -1.22711, -0.05267], [0.58714, -0.72744, -0.13267], [1.46422, 2.08178, -0.24722], [3.95898, -0.89136, -0.26950], [2.76142, -1.18963, 0.73115]], "forces_ev_per_angstrom": [[1.28, -1.30, -0.65], [-3.40, 2.43, 0.88], [3.24, -0.27, -0.47], [-1.33, 1.15, 0.05], [-0.39, -0.48, -0.47], [1.75, -1.30, -0.06], [-1.95, 0.74, -0.41], [-0.71, 0.37, -0.93], [0.65, 0.25, 0.15], [0.29, -1.28, 0.07], [0.57, -0.25, 0.17], [-0.70, 0.73, 0.40], [1.28, -0.19, -0.19], [-0.59, -0.58, 1.47]], "nbo_charge": [-0.165, -0.066, -0.062, -0.161, -0.447, 0.203, -0.294, -0.686, 0.244, 0.160, 0.365, 0.204, 0.362, 0.343], "smiles": "C#C/C=N/N/C=N\\N", "e_above_lowest_kj_mol": 486.02, "fmax_ha_per_bohr": 0.0831, "total_energy_ev": -10200.9025}

=====

{"formula": "C36H76N4O12", "method": "wB97M-V/def2-TZVPD", "elements": ["C", "C", "C", "N", "C", "C", "C", "C", "C", "H", "H", "H", "H", "H", "H", "H", "H", "H", "H", "H", "H", "H", "H", "H", "H", "H", "H", "C", "C", "C", "N", "C", "C", "C", "C", "C", "H", "H", "H", "H", "H", "H", "H", "H", "H", "H", "H", "H", "H", "H", "H", "H", "H", "H", "C", "C", "C", "N", "C", "C", "C", "C", "C", "H", "H", "H", "H", "H", "H", "H", "H", "H", "H", "H", "H", "H", "H", "H", "H", "H", "H", "C", "C", "C", "N", "C", "C", "C", "C", "C", "H", "H", "H", "H", "H", "H", "H", "H", "H", "H", "H", "H", "H", "H", "H", "H", "H", "H", "O", "C", "O", "O", "H", "O", "C", "O", "O", "H", "O", "C", "O", "O", "H", "O", "C", "O", "O", "H"], "coordinates": [[-1.76185, 12.02048, 9.03719], [-0.55896, 12.57466, 8.31526], [-0.80000, 14.11250, 8.14432], [0.52455, 14.80720, 7.63010], [1.53354, 15.00103, 8.77588], [1.19372, 14.10947, 6.47341], [1.90868, 15.17726, 5.64712], [1.34408, 16.48497, 6.14101], [0.13109, 16.16917, 7.06179], [-1.64506, 11.05153, 9.52258], [-2.56789, 11.99920, 8.30375], [-2.10899, 12.77041, 9.74797], [-0.26448, 11.97235, 7.45584], [0.22076, 12.55363, 9.07663], [-1.10560, 14.65810, 9.03707], [-1.55897, 14.23447, 7.37154], [1.54786, 14.19216, 9.50636], [1.32627, 15.93463, 9.29888], [2.55769, 15.05900, 8.40728], [1.77983, 13.24475, 6.78461], [0.35668, 13.74593, 5.87733], [2.99822, 15.17876, 5.67829], [1.66644, 15.02845, 4.59484], [2.12033, 17.07714, 6.62565], [0.97672, 17.07900, 5.30418], [-0.11685, 16.89830, 7.83315], [-0.77974, 16.02640, 6.48032], [-6.52968, 17.81647, 3.94647], [-5.59386, 18.66780, 4.87239], [-5.41407, 17.93824, 6.26304], [-4.29292, 18.66819, 7.09285], [-5.04895, 19.87808, 7.77465], [-2.96117, 18.93943, 6.43660], [-2.00372, 19.22245, 7.63416], [-2.46520, 18.38913, 8.74180], [-3.74717, 17.72198, 8.20996], [-7.58055, 18.07073, 4.08482], [-6.28491, 16.76538, 4.09950], [-6.41508, 18.01896, 2.88159], [-6.03033, 19.66076, 4.98024], [-4.72150, 18.87058, 4.25112], [-4.87018, 17.02173, 6.03436], [-6.29332, 17.82189, 6.89666], [-5.55991, 19.48063, 8.65161], [-5.71087, 20.33521, 7.03913], [-4.26706, 20.56543, 8.09763], [-3.07770, 19.71708, 5.68176], [-2.77035, 17.98741, 5.94128], [-2.11533, 20.29622, 7.78465], [-1.01351, 18.94073, 7.27612], [-2.59648, 18.99532, 9.63812], [-1.86486, 17.56171, 9.12004], [-4.50618, 17.44981, 8.94339], [-3.54715, 16.71694, 7.83848], [-0.82276, 22.27296, 0.86720], [-1.85678, 21.12309, 1.02152], [-1.40586, 19.71572, 0.60250], [-2.61577, 18.76877, 0.25987], [-3.50602, 18.67604, 1.53916], [-2.06106, 17.38351, -0.20439], [-2.72971, 16.92863, -1.50442], [-3.91425, 17.86619, -1.64881], [-3.40816, 19.18118, -1.01765], [-0.33401, 22.11974, -0.09495], [-0.00542, 22.15016, 1.57782], [-1.19219, 23.29072, 0.99281], [-2.81234, 21.43566, 0.60044], [-2.03279, 20.98957, 2.08889], [-0.89017, 19.18606, 1.40353], [-0.84535, 19.69776, -0.33217], [-4.30568, 18.01065, 1.21375], [-3.73225, 19.66494, 1.93790], [-2.80742, 18.05923, 2.10450], [-2.31650, 16.66605, 0.57541], [-0.99319, 17.42282, -0.41933], [-3.00452, 15.87553, -1.56418], [-2.03963, 17.09103, -2.33237], [-4.79745, 17.47729, -1.14206], [-4.33428, 17.99402, -2.64649], [-4.20806, 19.91437, -0.91435], [-2.71086, 19.67138, -1.69705], [-7.98565, 11.11839, 0.76467], [-7.57965, 12.06423, 1.82080], [-6.54543, 11.49177, 2.77962], [-6.19945, 12.37219, 4.04046], [-6.03471, 13.89914, 3.61509], [-7.31095, 12.18307, 5.16702], [-6.84285, 10.99686, 6.04239], [-5.40249, 11.22856, 6.04978], [-4.91947, 11.82463, 4.69172], [-8.31263, 10.14222, 1.12283], [-7.25800, 10.98868, -0.03645], [-8.85673, 11.53123, 0.25588], [-8.44725, 12.29319, 2.43963], [-7.22041, 12.99679, 1.38561], [-5.62963, 11.36000, 2.20337], [-6.81151, 10.47757, 3.07744], [-7.07150, 14.16672, 3.41114], [-5.35025, 13.88213, 2.76697], [-5.78222, 14.47823, 4.50334], [-7.38972, 13.09239, 5.76287], [-8.31020, 12.23465, 4.73466], [-7.27521, 11.07125, 7.04020], [-7.13099, 10.05836, 5.56878], [-5.19598, 11.83624, 6.93079], [-4.91301, 10.26499, 6.19134], [-4.28077, 12.69957, 4.81268], [-4.48326, 11.09609, 4.00829], [0.35014, 15.86928, 2.41623], [1.34724, 16.57071, 1.92359], [2.47450, 16.07428, 2.16527], [1.18149, 17.53131, 1.14887], [1.09324, 15.43333, 2.83974], [-1.51914, 16.26819, 4.34980], [-2.63895, 15.59915, 4.25221], [-3.21367, 15.19419, 5.27152], [-3.06266, 15.37560, 3.10608], [-1.38991, 16.26044, 3.39857], [-4.24986, 14.01628, 7.62291], [-5.44165, 14.29805, 8.06827], [-6.22961, 15.02144, 7.45629], [-5.84688, 13.93790, 9.21543], [-4.21953, 14.56433, 6.83531], [-4.21825, 14.33747, 0.13490], [-4.27260, 13.14328, -0.37896], [-4.91796, 12.87728, -1.38770], [-3.72040, 12.27584, 0.34360], [-3.69537, 14.14716, 0.91720]], "forces_ev_per_angstrom": [[-1.19, 0.40, -0.68], [0.47, 1.33, 2.22], [1.48, -1.26, -1.82], [-0.50, 0.28, 1.70], [-0.18, 0.15, -0.24], [-0.77, -0.31, -0.51], [0.06, -0.40, -0.24], [-0.92, 1.35, 0.10], [1.09, -0.43, -0.85], [0.17, 0.10, -0.17], [-0.32, -0.41, 0.18], [0.00, -0.28, 0.36], [-0.09, 0.57, -0.20], [0.67, -0.45, -0.26], [0.16, -0.36, 0.11], [0.04, 0.48, -0.14], [-0.51, -0.16, -0.32], [-0.22, -0.09, -0.11], [-0.21, 0.09, -0.45], [-0.02, 0.25, 0.29], [0.00, -0.17, -0.02], [-0.06, -0.23, 0.32], [0.07, -0.06, 0.19], [-0.18, 0.03, 0.27], [0.05, 0.08, 0.03], [0.42, -0.23, 0.22], [0.14, -0.20, -0.20], [0.21, 0.48, 0.33], [-1.51, -0.35, -0.15], [3.24, 0.99, -1.76], [-1.89, -0.54, 2.20], [1.94, -0.99, -0.57], [-0.84, -0.25, 0.14], [0.24, 0.43, -3.21], [-1.61, -1.20, 1.65], [-1.01, 0.08, 0.50], [-0.08, -0.50, 0.58], [-0.43, -0.05, -0.02], [0.59, 0.17, 0.00], [-0.15, 0.04, 0.25], [0.69, -0.46, 0.80], [-0.80, -0.59, 0.13], [0.19, -0.09, -0.25], [-0.16, -0.02, -0.21], [0.16, -0.08, 0.17], [-0.26, 0.24, 0.00], [0.26, 0.28, 0.15], [0.38, 0.01, -0.15], [0.62, 0.08, 0.45], [0.22, 0.58, 0.10], [-0.53, 0.12, 0.06], [0.59, 0.11, -0.45], [-0.33, 0.75, 0.15], [0.26, 0.31, -1.02], [0.58, -1.41, -0.27], [0.07, 0.24, 1.18], [-1.25, -0.36, -1.22], [-0.32, 1.12, -1.09], [1.77, -1.56, -2.18], [-0.27, -0.84, 0.34], [-0.26, 0.64, -0.68], [-0.46, 0.31, 0.47], [-0.08, -0.20, -0.25], [-0.07, 0.55, -0.28], [-0.09, -0.07, 0.21], [-0.36, -0.29, -0.18], [0.01, -0.22, -0.35], [-0.33, 0.45, 0.20], [0.37, 0.05, -0.30], [0.38, 0.06, 0.25], [-0.43, 0.42, 0.51], [-0.13, -0.35, -0.17], [-0.56, 0.27, 1.01], [0.42, 0.11, 0.25], [0.05, 0.37, 0.98], [-0.05, 0.06, 0.58], [0.08, 0.15, -0.07], [0.13, -0.03, 0.63], [0.61, 0.27, -0.28], [0.05, -0.08, 0.93], [0.39, -0.21, 0.09], [-0.70, -0.66, -1.53], [0.19, 0.81, 1.87], [0.85, 0.58, -0.17], [-1.05, -0.18, -0.03], [-1.31, -2.25, 0.87], [0.17, 0.88, -0.49], [-2.30, 0.85, -1.67], [2.49, -0.67, 0.23], [-1.23, 0.62, 0.64], [0.20, -0.10, 0.23], [0.34, -0.06, 0.26], [-0.12, 0.06, -0.05], [-0.35, 0.28, -0.07], [0.05, -0.06, -0.03], [0.42, 0.35, 0.17], [-0.24, 0.17, 0.63], [0.20, 0.24, -0.67], [-0.03, 0.50, 0.24], [0.74, -0.30, -0.09], [1.05, 0.24, 0.20], [0.10, -0.96, -0.56], [-0.07, -0.07, -0.13], [-0.04, -0.13, 0.08], [0.52, 0.33, -0.39], [0.38, 0.07, 0.19], [0.28, -0.24, 0.07], [0.01, 0.13, 0.17], [-2.06, -0.25, 0.88], [2.84, 3.24, -4.62], [0.70, -0.56, 1.38], [-1.40, 0.54, 0.37], [-0.34, -2.74, 1.69], [1.46, 1.15, 0.51], [-3.28, -2.12, -0.22], [-0.13, 0.01, 2.39], [-0.02, 0.38, -1.42], [1.75, 0.69, -0.89], [2.19, -0.62, -0.69], [-4.95, 0.49, 5.33], [-0.03, 1.66, -3.88], [2.27, -1.62, 0.02], [0.81, 0.14, -1.16], [-0.13, 4.03, 0.53], [-0.67, -4.75, -0.36], [-0.72, 1.14, -1.46], [0.85, -0.77, 1.01], [0.40, 0.44, 0.68]], "lowdin_charge": [-0.099, -0.226, -0.067, -0.228, 0.020, -0.100, -0.135, -0.140, -0.089, 0.080, 0.069, 0.082, 0.115, 0.089, 0.135, 0.114, 0.090, 0.093, 0.102, 0.135, 0.140, 0.122, 0.094, 0.108, 0.115, 0.104, 0.102, -0.082, -0.222, -0.068, -0.211, -0.055, -0.123, -0.254, -0.211, -0.090, 0.068, 0.057, 0.055, 0.063, 0.073, 0.094, 0.135, 0.086, 0.060, 0.042, 0.064, 0.112, 0.054, 0.097, 0.093, 0.094, 0.134, 0.114, -0.099, -0.266, -0.096, -0.207, 0.048, -0.065, -0.147, -0.163, -0.100, 0.065, 0.069, 0.067, 0.096, 0.070, 0.121, 0.127, 0.102, 0.077, 0.090, 0.121, 0.122, 0.114, 0.113, 0.112, 0.116, 0.119, 0.124, -0.106, -0.263, -0.107, -0.178, 0.062, -0.063, -0.168, -0.172, -0.041, 0.077, 0.090, 0.078, 0.102, 0.117, 0.121, 0.128, 0.090, 0.097, 0.079, 0.117, 0.116, 0.130, 0.108, 0.103, 0.115, 0.116, 0.127, 0.079, -0.894, -0.051, -0.042, 0.047, 0.072, -0.882, -0.035, -0.009, 0.070, 0.055, -0.938, -0.055, -0.094, 0.042, 0.052, -0.952, -0.047, -0.094, 0.072], "charge": -1, "fmax_ha_per_bohr": 0.1418, "total_energy_ev": -69089.3868, "spin_multiplicity": 2}

=====

{"formula": "C2H8N2O3", "method": "wB97M-V/def2-TZVPD", "elements": ["H", "N", "N", "C", "O", "H", "H", "H", "C", "O", "O", "H", "H", "H", "H"], "coordinates": [[1.20488, -0.85301, 1.57287], [1.91565, -0.15357, 1.29530], [2.18883, -0.02479, 0.09406], [1.58131, -0.97319, -0.87184], [3.00552, 0.83268, -0.29031], [2.20174, -1.80483, -0.80960], [0.52204, -1.27857, -0.47291], [1.41988, -0.40535, -1.86559], [-2.40553, 0.14108, 0.59729], [-1.47158, 0.41965, -0.47092], [-0.83900, 1.65426, -0.47341], [-2.79767, 1.12535, 0.73904], [-1.93745, -0.08331, 1.50401], [-3.00259, -0.74735, 0.24781], [-1.58604, 2.15095, -0.79580]], "forces_ev_per_angstrom": [[0.52, 0.27, -1.27], [-0.06, 0.40, 2.24], [-0.27, 0.20, 0.18], [-3.53, 2.10, -0.74], [-0.59, -0.82, -0.44], [1.14, -1.47, -0.78], [2.06, 0.75, -0.76], [0.71, -1.37, 1.56], [0.64, 0.76, -1.75], [0.11, -3.51, -0.91], [-0.13, 0.52, 1.09], [-1.82, 0.21, 0.34], [1.12, -0.68, 1.44], [0.21, 1.46, 0.24], [-0.10, 1.19, -0.43]], "nbo_charge": [0.329, -0.445, 0.337, -0.475, -0.441, 0.221, 0.221, 0.248, -0.267, -0.325, -0.415, 0.180, 0.172, 0.209, 0.451], "smiles": "[H]/N=[N+](\\C)[O-].COO", "e_above_lowest_kj_mol": 720.40, "fmax_ha_per_bohr": 0.0812, "total_energy_ev": -11319.5036}

=====

Which formula does entry 2 have? C36H76N4O12